# 1
The following is a quantum chemistry calculation of C36H89F6N7O11Sr as an isolated structure at a distorted geometry, from the Open Molecules 2025 dataset.

Structure (XYZ):
```
150
Properties=species:S:1:pos:R:3:mulliken_charge:R:1
Sr -0.39051 0.22376 -0.20346 -0.454
F -2.92526 -0.92460 3.43146 -0.153
F 0.77161 -0.15727 -6.17191 -0.299
F -0.65101 -1.21858 -4.81248 -0.263
F -2.20392 0.16742 5.14860 -0.342
F -1.82726 -1.83339 5.04516 -0.322
F 1.43307 -1.59462 -4.66321 -0.178
O 5.03849 1.64671 -3.81542 -0.233
O -0.26770 2.64495 -0.67087 0.696
O 4.80988 1.22566 2.92942 -0.458
O -2.07720 -1.11197 -1.40759 1.205
O -0.57165 4.17577 4.22674 -0.450
O -0.02736 -1.72097 3.02912 0.030
O -0.57938 0.36184 2.41656 1.227
O -0.23865 1.42820 -3.81883 0.165
O -7.09857 -1.40956 -0.47508 -0.376
O 2.85812 -5.88894 -1.13840 -0.358
O 0.81703 0.03800 -2.43839 0.796
N 2.00125 -0.17220 0.73878 1.878
N -0.08172 -2.27806 0.21554 2.097
N -3.81214 3.01772 5.56033 -0.561
N -2.39901 1.58283 0.48848 2.050
N 2.12712 -2.43559 -1.73712 0.035
N 3.95355 -1.10160 -3.13794 -0.195
N -5.04662 0.66019 1.75993 -0.407
C 3.03212 -6.75522 -0.02526 -0.824
C 1.04559 -3.90013 3.38536 -1.226
C 3.40686 0.19748 1.10150 0.264
C -1.32172 3.54010 -0.41471 -1.278
C 5.29831 -0.66636 -3.48750 0.492
C -2.26565 -3.17014 0.95455 -1.395
C -7.34118 -1.39055 -1.94932 -0.685
C -1.91662 -2.53137 -1.49103 -1.472
C -5.33767 -0.55110 1.06828 2.875
C -1.83179 -0.78726 4.28170 0.536
C -6.56287 -0.25045 0.19888 -1.100
C -5.51975 -1.82205 1.92464 -1.672
C -2.83321 4.05919 5.20953 0.574
C 0.94833 3.38391 -0.95142 -0.522
C -2.72416 2.82398 -0.15053 -0.032
C -3.13838 -0.55470 -2.26616 -0.935
C -1.24440 3.55805 -4.28273 -1.000
C -1.21840 -3.08421 -0.22786 0.618
C -0.50918 -0.51076 3.49573 -1.083
C -3.75394 3.63536 0.68290 -1.431
C 6.00116 -1.89879 -4.09327 -1.771
C 1.03881 -2.42285 3.66155 -0.128
C 0.40217 3.58566 3.26446 -0.545
C 5.04415 2.72790 -4.80993 -0.938
C 5.20789 0.49468 -4.52695 -0.645
C 5.16237 2.35686 3.76426 -0.805
C -2.53689 4.93288 6.39391 -1.615
C 2.67690 -4.11226 -3.27311 -0.996
C 2.81456 -4.48898 -0.74737 -0.003
C 2.04289 -3.85420 -1.93094 0.807
C 0.81197 0.47639 -3.84908 0.118
C 0.57248 -0.63303 -4.93627 0.279
C 3.48338 1.13527 2.37172 -0.686
C -0.24248 2.46560 -4.83312 -0.563
C -1.51895 3.24601 4.74073 0.616
C 4.13479 0.77871 -0.12990 -0.737
H 1.94514 -3.81772 -4.02535 0.192
H -0.01813 3.01076 2.43927 -0.029
H 2.13476 -4.35329 0.09379 -0.450
H -1.48263 -2.72667 -2.47165 0.327
H 1.66691 -0.52444 1.62435 -0.857
H 0.67787 3.02131 -5.01268 0.330
H 3.87903 -0.76390 1.30374 0.459
H 5.94279 -0.27426 -2.70074 0.398
H -0.82999 -4.05301 -0.54196 0.517
H -3.06295 -3.88435 0.74884 0.596
H 3.86344 -4.22012 -0.62218 0.466
H -1.08637 4.17174 0.44188 0.567
H 1.88030 -4.27910 3.97507 0.531
H 3.05023 -5.13514 -3.32256 0.527
H 3.39602 0.99446 -0.90177 -0.219
H 5.73195 -2.23521 -5.09449 0.353
H 0.11981 -4.32620 3.77200 0.276
H -5.56195 -2.70393 1.28541 0.348
H -2.57716 -2.14775 1.16851 -0.114
H -4.70670 3.15199 0.89899 0.248
H 1.73487 2.63590 -1.05110 -0.226
H 2.01983 -2.03561 3.38633 0.054
H 2.78305 0.92805 3.18086 0.418
H 5.96437 0.52715 -5.31103 0.506
H 1.03518 4.43382 3.00367 0.401
H -2.71334 -0.76073 -3.24850 0.265
H 2.11523 -6.92725 0.53848 0.268
H -7.44301 -2.41078 -2.31929 0.252
H 3.40469 -7.73164 -0.33493 0.258
H -1.85106 -3.59052 1.87079 0.311
H 3.04184 -2.27653 -2.13473 0.591
H -2.01752 1.58953 1.42363 -0.885
H 1.24528 -4.05052 2.32442 -0.032
H 4.60813 1.68205 0.25484 0.522
H -3.77941 4.58548 0.14931 0.427
H -8.24276 -0.81320 -2.15405 0.299
H -2.90465 -2.96567 -1.64356 0.537
H -3.30313 4.73599 4.49593 0.170
H -7.42016 0.09811 0.77478 0.456
H -6.38547 -1.68964 2.57356 0.424
H -1.44814 4.28909 -5.06515 0.503
H 1.27935 4.12560 -0.22449 0.210
H 6.23635 2.33658 3.94936 0.284
H 2.06054 -0.98805 0.14635 -1.064
H -1.78492 2.48199 4.01023 -0.879
H 3.51083 -1.51315 -3.94709 0.298
H -3.34276 1.36161 0.77221 -0.713
H 1.73706 0.97659 -4.13560 0.039
H 4.78367 3.69179 -4.37272 0.289
H -3.34117 5.44627 6.92085 0.398
H 5.03618 3.29793 3.22894 0.300
H 1.18456 2.94282 3.66787 0.340
H -4.34243 0.41379 2.44074 -0.252
H -4.72325 -2.12125 2.60594 0.286
H 5.98761 2.73032 -5.35581 0.351
H 0.96094 -2.46565 4.74792 0.387
H -2.17737 3.18363 -3.86147 0.184
H -5.81813 1.11054 2.23116 0.346
H -6.47792 -0.97891 -2.47222 0.247
H 3.77472 -6.34731 0.66051 0.326
H 7.06826 -1.72745 -3.95166 0.484
H 3.45833 -0.30046 -2.77320 -0.879
H -1.96587 4.42913 7.17382 0.385
H -3.26331 0.49297 -1.99251 -0.104
H -4.44603 -0.53614 0.44151 -1.559
H -1.55810 4.23333 -1.22197 0.430
H -1.18739 2.49834 5.46126 0.280
H -0.58071 2.12149 -5.81051 0.371
H -3.84279 2.41955 4.74710 0.157
H 0.78193 3.73388 -1.97021 0.152
H 4.42035 2.39894 4.56160 0.314
H -1.77472 5.64958 6.08806 0.331
H 5.74477 -2.78428 -3.51167 0.356
H 0.16752 -2.61671 1.13385 -1.171
H 0.14562 -0.11363 4.27138 0.145
H -6.32979 0.63753 -0.38871 0.478
H 4.33108 2.60037 -5.62440 0.361
H -3.36494 3.71988 1.69761 0.225
H 3.21582 2.16424 2.13146 0.305
H 1.56690 -1.83985 -2.32987 -0.962
H 4.89021 0.13003 -0.57337 -0.017
H -3.83693 2.65096 6.50106 0.239
H 3.52384 -3.42715 -3.31090 -0.075
H -0.80485 4.14746 -3.47806 0.100
H -4.12022 -0.99775 -2.09944 0.183
H 1.05273 -4.30882 -1.96248 0.135
H 0.66356 -2.46508 -0.43995 -0.745
H 4.25373 0.38634 -5.04265 0.150
H -3.07828 2.52010 -1.13559 0.346
```

E_HOMO: -8.394 eV
spin multiplicity: 1
energy relative to the best compared isomer or geometry (same formula, charge and spin): 69.7 kcal per mole
gap between HOMO and LUMO: 8.8563 eV


# 2
The following is a quantum chemistry calculation of a 2-piece molecular cluster, C8H20BN3O6P overall at a distorted geometry, from the Open Molecules 2025 dataset.

Structure (XYZ):
```
39
Properties=species:S:1:pos:R:3:mulliken_charge:R:1
P 1.25024 0.31690 -0.68914 0.146
O 1.83246 3.54153 2.00259 -0.298
O -0.90443 -2.41131 -1.65806 -0.277
O -3.26362 -3.26144 -2.89700 -0.534
O 3.36357 5.05656 2.53586 -0.338
O -4.84498 -1.60012 -2.61004 -0.519
O 4.00444 2.99689 1.87874 -0.510
N 1.05081 -3.61616 -1.74184 -0.719
N 0.42962 -1.72884 0.78679 -0.028
N 0.56821 0.94453 0.57948 -0.681
C 2.11518 5.76446 2.48674 -0.333
C 3.15985 3.79556 2.12117 0.623
C -1.03878 -2.05446 0.65894 -1.246
C 1.11498 -1.52562 -0.51416 -0.475
C -1.55392 -1.60326 -0.68795 1.008
C 1.10191 4.63601 2.57779 -0.345
C 0.48922 -2.27936 -1.70599 -0.073
C -3.07349 -1.74772 -0.75936 -1.209
B -3.72196 -2.22450 -2.15114 0.622
H -1.60052 -1.64998 1.49179 0.377
H 0.59060 0.56243 -1.90220 0.088
H 2.59731 0.61364 -0.92469 0.164
H 0.84930 4.38283 3.60768 0.255
H 0.60245 -4.14256 -2.48398 0.270
H -3.43008 -2.40500 0.03589 0.302
H 0.87848 -2.48807 1.29422 0.397
H -1.30764 -0.54869 -0.83905 0.018
H 0.74558 -1.70246 -2.60467 0.333
H 2.12744 -1.91096 -0.41864 0.712
H 2.02652 -3.55640 -2.01245 0.267
H 2.05859 6.30182 1.53977 0.256
H 1.22021 1.56456 1.05760 0.300
H -2.76390 -3.88881 -2.37463 0.299
H -1.11458 -3.13914 0.66907 0.436
H 0.54186 -0.85965 1.34890 0.433
H 2.05613 6.47224 3.30746 0.302
H -3.49657 -0.76949 -0.53655 0.344
H 0.19120 4.81666 2.01492 0.326
H -4.85168 -0.65264 -2.48389 0.307
```

E_HOMO: -13.213 eV
spin multiplicity: 1
gap between HOMO and LUMO: 10.3557 eV
charge: +1